1.
Here is a 12-piece molecular cluster, C45H55Cl10N7 overall at a distorted geometry from the OMol25 dataset. Energies are from ωB97M-V/def2-TZVPD.

```
117
C45H55Cl10N7 ωB97M-V/def2-TZVPD
Cl 0.68554 -0.65066 -0.20847
Cl -7.65398 0.24791 -1.83709
Cl -5.58584 -2.48753 -1.81051
Cl 4.11238 -1.78919 -4.89466
Cl -2.32741 -0.13306 -0.62944
Cl -4.38725 1.91906 5.38048
Cl -4.10533 0.99379 2.20744
Cl 2.40002 0.42111 -3.17923
Cl -2.79715 4.39186 -0.19681
Cl -5.55304 4.50319 -1.97831
N 0.59769 2.07993 3.59652
N -1.12139 -3.59535 -2.97999
N -1.21088 1.51035 -4.72975
N -1.64653 -2.07293 4.76679
N 3.29188 -3.15584 0.31026
N 6.79049 0.44583 -0.77240
N 1.51013 4.20476 -0.09032
C 0.62303 5.26725 -2.10700
C 1.86533 -1.20853 -3.58198
C -2.67947 1.45557 3.15077
C -0.51775 -4.45027 -3.84581
C 1.92553 0.45008 4.87679
C 0.65791 -5.15132 -3.48915
C -3.01862 -2.20252 4.60535
C 2.79316 4.29178 -2.13073
C -2.80679 -2.46020 2.25257
C 5.23044 -0.09192 1.47157
C -5.75151 -1.11916 -0.66717
C -7.15260 -0.67547 -0.39253
C 0.54980 4.91015 -0.75055
C -1.46105 -2.21021 2.35347
C -0.95337 -2.09542 3.60624
C 4.61129 -3.56330 0.20602
C 4.67481 -0.07939 0.17504
C -4.42578 4.30097 0.48505
C -5.24034 3.50500 -0.54168
C -3.57316 -2.53111 3.38555
C 4.78236 -3.48990 2.54467
C 5.37168 -3.63966 1.31807
C 3.48750 -2.94805 2.65013
C -0.55248 -3.44011 -1.75921
C 3.07366 0.91216 4.28510
C 2.61112 3.91458 -0.78604
C -1.14927 1.15211 -1.05546
C -3.11469 2.50470 4.27744
C 6.61342 0.08708 1.61309
C 7.36004 0.46186 0.47229
C 2.98764 -2.27535 -3.62319
C 0.69007 1.04114 4.47372
C 5.42617 0.23715 -0.91547
C -3.45357 1.57832 -3.80117
C 2.74666 -2.75685 1.46979
C 1.10158 -5.10748 -2.18843
C -2.25044 2.17880 -4.15161
C 1.77153 2.48825 3.05019
C 0.13742 0.97006 -0.11848
C 0.53617 -4.18241 -1.30475
C -3.61390 0.21043 -3.98574
C 3.02596 1.96216 3.37226
C -2.59547 -0.53937 -4.49965
C -1.40474 0.14773 -4.89142
C 1.78251 4.98770 -2.76564
H 3.69946 4.00037 -2.64073
H -0.35714 5.20210 -0.24201
H -4.63338 -2.71375 3.29089
H -4.85664 5.29420 0.61138
H -4.20262 2.23164 -3.37869
H -4.55485 -0.20295 -3.65387
H 1.19460 -5.81064 -4.15522
H 1.61521 3.24606 2.29674
H -0.99721 -2.70216 -1.10801
H 1.71194 -2.45305 1.41103
H -2.80011 -1.59449 -4.60563
H -7.80002 -1.54540 -0.28225
H -5.25445 -1.35594 0.27356
H 4.02832 0.45538 4.50046
H 3.62067 -0.25216 0.01585
H 2.61210 -3.28571 -3.78516
H -4.32658 3.66709 1.36622
H -0.82130 1.03525 -2.08836
H 1.97172 -5.68302 -1.90914
H -0.88092 -2.22929 1.44271
H -5.20380 -0.26407 -1.06332
H 0.84031 -4.07051 -0.27452
H 1.84928 5.33776 -3.78515
H 0.08638 -1.83879 3.74575
H -6.21406 3.23338 -0.13402
H -3.47493 3.39502 3.76202
H 7.02814 0.01495 2.60767
H 6.36981 -4.04557 1.24480
H -0.26665 0.76440 4.89146
H -1.90309 1.94529 2.56297
H -3.19941 -2.47863 1.24663
H 3.06579 -2.78348 3.63068
H -0.15378 5.85891 -2.56842
H -0.14270 1.17365 0.91505
H -1.04997 -4.58213 -4.77627
H 5.05288 -3.80753 -0.74883
H 8.42750 0.58670 0.57877
H -3.53753 -2.26811 5.55025
H -1.63637 2.11913 -0.93011
H 3.92948 2.23440 2.84698
H -7.25245 0.02822 0.43388
H 4.93721 0.13839 -1.87336
H 3.47096 -2.27961 -2.64621
H 4.55724 -0.24876 2.30140
H 1.21976 -1.22537 -4.46007
H 3.32435 3.31226 -0.24298
H 0.92198 1.62088 -0.50447
H -2.30175 2.85559 4.91313
H -4.71977 2.59996 -0.85475
H -2.31674 0.59538 3.71345
H 5.31095 -3.85401 3.41324
H 1.84147 -0.34582 5.60196
H -2.06391 3.22237 -3.94526
H 1.18479 -1.45591 -2.76725
H -0.67103 -0.42263 -5.44165
```

- Total energy: -6732.87643 Ha
- HOMO: -9.4197 eV
- Structure (SMILES): c1ccncc1.c1ccncc1.c1ccncc1.c1ccncc1.c1ccncc1.c1ccncc1.c1ccncc1.ClCCCl.ClCCCl.ClCCCl.ClCCCl.ClCCCl

2.
Here is C45H55HgN4O6SSi as an isolated structure at a distorted geometry from the OMol25 dataset. Energies are from ωB97M-V/def2-TZVPD.

```
113
C45H55HgN4O6SSi ωB97M-V/def2-TZVPD
Hg 1.29823 0.36464 -0.35837
S 2.64961 -1.11650 0.86458
Si 1.72780 -3.13737 0.62759
O 0.22447 -2.80846 0.17104
O -4.81070 -0.24522 -2.85509
O -3.94689 0.22821 -0.66866
O 1.79270 -3.78350 2.13988
O 3.81691 2.23323 -1.06800
O 2.61286 -4.10057 -0.32312
N -2.88375 -0.06097 4.06679
N -3.61489 1.89251 1.30226
N 4.99141 5.27978 0.50228
N -4.47471 2.24059 0.32338
C -1.75191 1.87493 -2.96798
C 4.08981 3.67153 -1.00498
C 1.67928 -4.35970 -2.57828
C -3.84813 1.16924 2.32968
C -1.98302 -0.11830 5.05133
C -7.12465 2.28591 -3.96204
C 4.13779 -3.64997 -2.09314
C -0.40017 4.22321 -0.60820
C -5.60112 0.77708 -2.82459
C -2.38700 1.36823 -4.13049
C 2.32696 -6.04547 2.88879
C 0.05177 1.75447 -1.26821
C 0.28532 6.25515 -1.74321
C -1.71811 0.42014 -4.90490
C 4.16189 3.30408 1.48735
C -0.24273 2.77734 -0.39851
C 2.55628 -4.10089 4.40678
C 2.96753 -4.52694 -1.72989
C -2.91317 1.11714 3.43232
C 0.09181 0.36790 -3.29838
C -0.92330 6.39934 0.35411
C -0.56031 1.33476 -2.49480
C -1.81639 -3.19372 -1.00823
C -7.04568 3.21170 -2.86726
C -1.04079 -4.73561 0.77829
C -0.49191 -0.10496 -4.48060
C -1.19882 -3.29865 0.34190
C -1.16123 0.90384 5.43210
C -6.26669 2.88561 -1.72788
C -4.60918 1.38079 -0.64530
C 2.71555 -4.59715 2.91810
C -0.34327 7.00093 -0.74648
C 4.99802 5.09606 2.92421
C 4.44019 4.08334 0.36942
C 3.38540 -5.96676 -1.71837
C 4.44799 3.82405 2.72955
C -5.56451 1.70037 -1.71995
C -1.15086 2.12248 4.73902
C 5.24388 5.80374 1.69359
C -2.09126 2.29063 3.72440
C 0.22350 4.84999 -1.72895
C -6.43480 1.09394 -3.91618
C -1.80011 -2.40274 1.43471
C 4.12882 -4.30388 2.33534
C -0.90772 5.00889 0.44267
H 5.08573 5.59234 3.84788
H 2.31154 -6.49580 1.86562
H 4.89673 -4.87742 2.87049
H -1.24088 -2.46224 2.38650
H -0.59691 -5.34592 0.05460
H 0.86056 6.73206 -2.60335
H -2.07808 -0.94811 5.68352
H 0.71080 4.30722 -2.57791
H 4.94135 -3.79575 -1.33393
H 1.17290 -3.42748 -2.30872
H 4.14112 -4.68314 1.25356
H -3.28754 1.80870 -4.50147
H 3.20957 -4.70035 5.02111
H -1.57299 -4.12800 -1.55838
H 1.05489 -5.23632 -2.50592
H -4.26325 -0.16780 -1.72171
H 2.57945 -6.62851 -1.38173
H -1.56803 -2.27085 -1.58364
H -2.10913 -0.03003 -5.80049
H -2.91425 -3.18262 -0.97293
H 3.18356 4.24780 -1.27603
H -0.46268 2.56627 0.67960
H -0.47343 2.92404 5.00383
H -6.19755 3.57736 -0.90074
H -2.84988 -2.74043 1.62137
H -2.07813 -5.19526 0.86673
H -1.18589 4.51705 1.38963
H 4.52623 -3.90982 -3.09411
H -0.55628 0.82511 6.31194
H 3.81245 2.09185 -2.05383
H 1.86873 -4.35167 -3.69066
H 3.07372 -6.65901 3.49331
H 1.58963 -4.28496 4.83181
H -2.28054 2.55709 -2.24867
H 0.04423 -0.82057 -5.05155
H -7.45844 4.20346 -2.97650
H -0.39466 8.06003 -0.80450
H -1.82292 -1.32637 1.05824
H 4.26918 -6.10063 -1.07282
H 5.70397 6.74349 1.65172
H 1.35138 -6.22608 3.31310
H 3.86973 -2.59805 -2.10795
H 4.93938 3.98974 -1.65106
H -2.41595 3.16363 3.18315
H 1.10213 0.05318 -2.99666
H -1.52670 7.05116 1.03057
H 4.31896 -3.25142 2.46099
H -0.58621 -4.82487 1.74552
H -4.70230 0.43652 2.30202
H 3.63068 2.42618 1.27495
H 3.61549 -6.29253 -2.75610
H -7.75437 2.52521 -4.79514
H 4.32689 3.24526 3.62204
H -6.50792 0.37281 -4.82921
H 2.75586 -2.99391 4.36047
```

- Total energy: -3259.36850 Ha
- HOMO (alpha / beta): 0.6784 / -0.9764 eV
- Total charge: -2
- Spin multiplicity: 2

3.
Here is a 2-piece molecular cluster, C45H55N4 overall at a distorted geometry from the OMol25 dataset. Energies are from ωB97M-V/def2-TZVPD.

```
104
C45H55N4 ωB97M-V/def2-TZVPD
N 1.18328 1.75733 -1.27790
N 0.19567 -0.12977 -1.48515
N -5.06416 -1.90655 5.47098
N 0.84877 0.82377 -2.18765
C 0.91790 -2.41434 3.24481
C -3.24745 0.42842 -3.29803
C -3.92876 -1.32028 5.93522
C -0.32689 -2.10647 3.76845
C -1.44794 0.73451 -5.03716
C -1.17627 -1.04456 -3.29099
C -0.23986 -1.26046 -2.25980
C 2.00449 -1.53043 3.34601
C 0.07313 -3.53546 -3.00237
C 5.09808 0.58977 -1.45192
C -1.52322 -2.11702 -4.11661
C 2.84761 -3.37995 -2.00100
C 0.47421 -2.47477 -2.18647
C 4.00835 4.74576 -2.04862
C -1.79484 -0.44095 4.90741
C -6.03549 -2.37838 3.22388
C -6.23405 -2.21503 6.27881
C 0.36295 3.95836 -2.95080
C -1.75808 0.34303 -3.59632
C -3.73451 -1.57947 3.65216
C 0.64322 1.47787 -0.05351
C 3.49425 2.53468 -1.21885
C 2.17396 2.74889 -1.62559
C -4.98919 -2.07760 4.08845
C 1.84486 -0.37171 4.12332
C -3.03417 -1.10418 4.84956
C 0.61777 -0.04913 4.67658
C 2.71165 4.88444 -2.54240
C -0.52801 -0.89411 4.47430
C 1.37394 -3.32242 0.01687
C -0.89139 -3.35037 -3.98483
C -4.56201 -1.71881 1.39572
C -0.49453 4.98152 -2.21464
C -5.82224 -2.13168 1.85988
C 1.77419 3.86436 -2.36200
C 3.32142 -1.84729 2.68551
C 3.94498 1.18285 -0.64668
C 0.00041 0.25768 -0.12413
C 1.71141 -2.63513 -1.28866
C 0.80894 2.41432 1.04572
C 4.40767 3.56783 -1.41884
C 4.32552 1.27211 0.82074
C 0.39366 4.26602 -4.44618
C -3.52206 -1.40149 2.28929
C -0.60845 -0.48732 0.86667
H -1.14172 -4.16880 -4.65981
H -1.18072 -2.75087 3.57612
H -0.09145 2.96629 -2.82429
H 0.62908 -2.74360 0.57197
H -2.57182 -0.98837 1.95174
H -1.14036 -1.37287 0.55232
H 3.55233 -2.91773 2.78680
H 3.79121 -3.25769 -1.45430
H 2.26476 -3.42557 0.64674
H 4.14598 -1.28560 3.15766
H -7.07416 -2.44679 5.61709
H 1.05846 -3.36648 2.73224
H 5.16409 1.97174 0.95153
H -6.04961 -3.08534 6.92146
H -0.36594 0.68803 -5.20399
H -1.79760 0.48147 5.50504
H 4.81218 0.47657 -2.50282
H 0.94362 3.48623 -4.98218
H 0.56804 3.45669 0.76841
H 2.05457 -1.61565 -1.06924
H 2.63349 -4.45660 -2.05906
H 2.42060 5.78952 -3.07805
H -1.92975 0.03962 -5.73491
H -4.38331 -1.63990 0.32284
H -2.26197 -1.96136 -4.90384
H 0.88669 5.22655 -4.64078
H -6.48770 -1.34353 6.89456
H 5.37695 -0.39912 -1.06628
H -1.50793 5.00323 -2.63364
H -3.82368 -1.04346 6.98560
H -0.05934 5.98789 -2.30206
H -0.66185 -0.01287 1.84580
H 0.57391 -4.49651 -2.88942
H -1.79192 1.75126 -5.26329
H 5.44056 3.42662 -1.10065
H 0.11550 2.12562 1.84570
H 3.49018 1.62745 1.43340
H -1.24577 1.06503 -2.95312
H -3.80902 -0.26799 -3.93383
H -0.57634 4.72972 -1.15134
H 0.96840 -4.32654 -0.17168
H 3.08168 0.51414 -0.74914
H -6.63647 -2.26002 1.14907
H -0.62430 4.30544 -4.85373
H 2.99998 -3.00241 -3.01950
H -3.43395 0.17505 -2.24943
H 2.70534 0.28295 4.28155
H 0.48553 0.88555 5.23883
H 3.30003 -1.60965 1.60440
H -3.60925 1.44758 -3.48034
H 4.62558 0.28973 1.20869
H 1.83432 2.42078 1.45339
H -6.97178 -2.78387 3.59845
H 5.97534 1.24685 -1.39805
H 4.73061 5.55316 -2.17584
```

- Total energy: -1966.45441 Ha
- HOMO: -8.2459 eV
- Total charge: +1